# 1
Computed, not measured: a structure of composition C19H19BCoN10O2S, with wB97M-V/def2-TZVPD.

As for the total energy: -88142.281 eV. Its net charge is +1. The calculation puts the HOMO energy (alpha / beta) at -11.290 / -11.278 eV. Its expectation value of S² is 6.033. For the relative energy (zero: lowest compared OMol25 entry of this formula, charge and spin), the calculation gives 0.0000 eV. As for the frontier orbital gap (alpha / beta): 8.42 / 4.72 eV. Its spin multiplicity is 5.

XYZ file:
```
53
Properties=species:S:1:pos:R:3:forces:R:3:mulliken_spin:R:1
Co -0.31127 -0.39400 -1.03894 -0.3 -0.1 -0.1 2.801
C -2.51493 -2.85968 -3.80749 0.0 0.0 0.0 0.002
C -1.41838 -2.71943 -2.95526 0.0 0.0 0.0 -0.010
N -1.35652 -1.47949 -2.48311 0.0 0.0 0.1 0.043
N -2.39876 -0.80029 -3.01130 0.0 0.0 0.0 0.003
C -3.10665 -1.61259 -3.80967 0.0 0.0 0.0 0.000
B -2.65933 0.67848 -2.63512 -0.1 0.0 0.0 -0.011
N -1.38798 1.49913 -2.93512 0.0 0.0 0.1 0.000
C -1.23783 2.56144 -3.73724 0.0 0.0 0.0 0.007
C 0.08185 2.96436 -3.69370 0.0 0.0 0.0 0.004
C 0.69116 2.06890 -2.81499 0.0 0.0 0.0 0.000
N -0.19923 1.18952 -2.36264 0.0 0.0 0.1 0.039
N -2.96023 0.76118 -1.11274 0.1 0.0 0.0 -0.011
C -4.04507 1.21355 -0.47182 0.0 0.0 0.0 0.004
C -3.84443 1.07443 0.88923 0.0 0.0 0.0 0.004
C -2.57344 0.50989 0.99321 0.0 0.0 0.0 -0.004
N -2.05095 0.32581 -0.21490 0.1 0.0 0.0 0.050
H -2.82312 -3.73370 -4.35261 0.0 0.0 0.0 0.000
H -0.67098 -3.44463 -2.67534 0.0 0.0 0.0 -0.001
H -3.97651 -1.24335 -4.32662 0.0 0.0 0.0 0.000
H -3.58745 1.10495 -3.25787 0.0 0.0 0.0 0.000
H -2.07829 2.95002 -4.28772 0.0 0.0 0.0 0.000
H 0.53795 3.77846 -4.22780 0.0 0.0 0.0 0.000
H 1.71695 2.00134 -2.49724 0.0 0.0 0.0 0.001
H -4.88487 1.59667 -1.02697 0.0 0.0 0.0 0.001
H -4.52151 1.33724 1.68209 0.0 0.0 0.0 0.000
H -2.01922 0.21904 1.87150 0.0 0.0 0.0 -0.002
N 3.39626 2.80460 5.20823 0.0 0.0 0.0 0.270
C 3.23215 2.12847 4.07812 0.0 0.0 0.0 0.161
C 2.86056 2.81961 2.88305 0.0 0.0 0.0 0.157
C 2.70696 2.12191 1.72498 -0.1 0.0 0.0 -0.048
C 2.91223 0.72655 1.71422 0.0 0.0 0.1 0.302
C 3.27867 0.03011 2.89070 0.0 0.0 -0.1 -0.054
C 3.43541 0.71335 4.05542 0.0 0.0 0.0 0.156
S 2.73910 -0.17333 0.18542 0.2 0.1 0.1 -0.019
O 2.76258 0.82855 -0.83946 0.0 0.0 0.0 0.010
O 3.73816 -1.19252 0.22730 0.0 0.0 0.0 0.020
N 1.24541 -0.71152 0.27211 -0.1 -0.1 0.0 0.137
C 0.87431 -1.90949 0.87481 0.1 0.3 -0.1 -0.023
N 1.60121 -2.53570 1.78721 0.0 -0.1 0.1 0.018
C 1.12581 -3.71989 2.17870 0.0 0.0 0.0 -0.004
C -0.05093 -4.26101 1.69214 0.0 0.0 0.0 0.015
C -0.76925 -3.47858 0.80241 -0.1 0.1 0.1 -0.006
N -0.32125 -2.29383 0.40723 0.2 -0.2 -0.2 0.019
H 3.26650 3.80458 5.24593 0.0 0.0 0.0 -0.011
H 3.66804 2.34173 6.06276 0.0 0.0 0.0 -0.011
H 2.71910 3.89248 2.91667 0.0 0.0 0.0 -0.003
H 2.44246 2.61345 0.79845 0.0 0.0 0.0 -0.002
H 3.42859 -1.03824 2.82813 0.0 0.0 0.0 -0.003
H 3.72660 0.20947 4.96844 0.0 0.0 0.0 -0.003
H 1.71603 -4.25038 2.91712 0.0 0.0 0.0 0.000
H -0.40515 -5.22912 2.01098 0.0 0.0 0.0 0.001
H -1.73053 -3.78850 0.40908 0.0 0.0 0.0 -0.001
```
Forces are in eV/Å.

# 2
Computed, not measured: a structure of composition C19H19BFI2N3O2Pd, with wB97M-V/def2-TZVPD.

As for the total energy: -51648.690 eV. The calculation puts the HOMO energy at -8.574 eV. For the relative energy (zero: lowest compared OMol25 entry of this formula, charge and spin), the calculation gives 1.1253 eV. As for the frontier orbital gap: 6.49 eV.

XYZ file:
```
48
Properties=species:S:1:pos:R:3:forces:R:3:mulliken_charge:R:1
Pd -1.05606 -0.74119 -0.91665 0.5 -0.1 0.4 0.184
C 3.81057 -0.95650 1.99080 0.0 0.0 0.0 -1.478
C 2.65833 -0.62114 1.07895 0.0 -0.3 -0.1 0.823
O 1.55052 -0.39342 1.50271 0.0 0.1 0.1 -0.511
C 2.96424 -0.69671 -0.38482 0.2 0.0 0.3 -0.272
C 2.24562 -0.17721 -1.37289 -0.1 0.1 -0.3 0.290
C 2.49660 -0.40069 -2.83011 0.0 0.0 0.0 -1.286
N 1.02206 0.51059 -1.13803 -0.1 -0.1 -0.2 0.310
N 1.06600 1.50017 -0.40332 -0.2 0.2 0.0 -0.181
C -0.26510 1.97788 -0.10699 0.2 0.0 0.2 0.596
O -1.21136 1.20476 -0.04717 0.0 -0.1 -0.1 -0.302
C -0.38319 3.39776 0.22242 0.1 0.1 0.0 0.187
C -1.65172 3.91953 0.48276 0.0 0.0 0.0 -0.468
C -1.79386 5.26337 0.76800 0.0 0.0 0.0 -0.634
C -0.67362 6.08811 0.79600 0.0 0.0 0.0 -0.348
C 0.58908 5.57152 0.54046 0.0 0.0 0.0 -0.704
C 0.74060 4.22466 0.25509 0.0 0.0 0.0 -0.193
H 3.97751 -2.03714 1.96339 0.0 0.0 0.0 0.338
H 4.73126 -0.47543 1.65811 0.0 0.0 0.0 0.389
H 3.56897 -0.66288 3.00832 0.0 0.0 0.0 0.371
H 3.83682 -1.27745 -0.66276 0.0 0.0 0.0 0.372
H 3.46788 -0.86247 -2.98606 0.0 0.0 0.0 0.415
H 1.72290 -1.06507 -3.22404 0.0 0.0 0.0 0.223
H 2.45356 0.53919 -3.38436 0.0 0.0 0.0 0.316
H -2.50920 3.26121 0.45104 0.0 0.0 0.0 0.422
H -2.77460 5.67294 0.96859 0.0 0.0 0.0 0.405
H -0.78750 7.14046 1.02199 0.0 0.0 0.0 0.391
H 1.45598 6.21762 0.56829 0.0 0.0 0.0 0.405
H 1.72030 3.80789 0.06980 0.0 0.0 0.0 0.448
F -3.16732 -3.02592 4.25783 0.0 0.0 0.0 -0.338
C -2.70143 -2.54756 3.08273 0.0 0.0 0.0 0.293
C -3.34440 -1.47561 2.50087 0.0 0.0 0.0 -0.628
C -2.85623 -0.98579 1.29395 0.0 0.0 0.1 -0.323
C -1.75008 -1.57709 0.70574 -0.1 0.0 -0.2 0.575
C -1.12307 -2.66111 1.29948 0.0 0.0 0.0 -0.244
C -1.60176 -3.15133 2.50727 0.0 0.0 0.0 -0.651
H -4.20622 -1.03546 2.98424 0.0 0.0 0.0 0.427
H -3.34403 -0.13859 0.82824 0.0 0.0 0.0 0.277
H -0.27116 -3.12980 0.83016 0.0 0.0 0.0 0.507
H -1.13422 -3.99461 2.99771 0.0 0.0 0.0 0.423
B -0.27452 -4.86029 -3.05031 0.0 0.0 -0.1 0.201
C -0.53189 -3.50447 -2.29151 0.1 -0.1 0.1 -0.042
N -0.69235 -2.51489 -1.71871 -0.2 0.1 0.0 -0.544
H -0.83558 -4.76909 -4.12242 0.0 0.0 0.0 -0.121
H -0.73659 -5.74437 -2.36280 0.0 0.0 0.0 -0.125
H 0.93038 -4.96024 -3.17794 0.0 0.0 0.0 -0.128
I -3.77739 -0.22883 -2.57044 -0.2 0.1 -0.1 -0.040
I -1.55473 0.37470 -3.88355 0.0 0.0 -0.1 -0.025
```
Forces are in eV/Å.

The lowest relative energy (zero: lowest compared OMol25 entry of this formula, charge and spin) belongs to which entry? C19H19BCoN10O2S

Among the records above, which one has the lowest relative energy (zero: lowest compared OMol25 entry of this formula, charge and spin)? C19H19BCoN10O2S